Formula: C25H44BeN11P
Source: OMol25
Level of theory: the ωB97M-V functional and the def2-TZVPD basis

Element x y z (Å)
Be 0.227269 -0.244266 0.204269
C 4.549830 0.490281 -1.770937
N 3.519600 0.120340 -0.791837
C 3.071236 1.165396 0.101862
C 2.779707 -0.990506 -0.977896
N 1.558856 -1.121266 -0.468442
C 0.968849 -2.440873 -0.469301
C 1.637011 -3.645581 -0.294368
C 0.968307 -4.843754 -0.481730
C -0.363107 -4.837733 -0.873626
C -1.058478 -3.642277 -0.943330
C -0.417176 -2.442915 -0.644033
N -1.004667 -1.152320 -0.563912
C -2.343549 -1.007442 -0.625807
N -2.824180 -0.023579 -1.405631
C -4.142892 0.581620 -1.236261
C -2.011245 0.484815 -2.508136
N -3.219475 -1.795292 0.029103
C -4.497389 -2.209887 -0.551858
C -2.868046 -2.512201 1.244907
N 3.329553 -1.981809 -1.750070
C 2.642854 -2.418736 -2.955774
C 4.675777 -2.475076 -1.545568
H 4.994403 1.426933 -1.448352
H 4.113915 0.634064 -2.759895
H 5.341675 -0.247191 -1.829646
H 3.876335 1.880290 0.251837
H 2.801974 0.750424 1.073291
H 2.214113 1.689187 -0.321623
H 2.684513 -3.658409 -0.033189
H 1.497906 -5.776532 -0.352753
H -0.867904 -5.764889 -1.104181
H -2.101322 -3.647253 -1.224752
H -4.851434 0.229792 -1.986494
H -4.053093 1.661966 -1.347948
H -4.531052 0.366147 -0.244053
H -1.556533 -0.338311 -3.054542
H -1.218535 1.148668 -2.161757
H -2.664367 1.037056 -3.179554
H -4.564424 -1.896394 -1.587805
H -5.345601 -1.815647 0.007139
H -4.543108 -3.300073 -0.522534
H -1.883470 -2.213736 1.590671
H -2.852983 -3.587869 1.067848
H -3.615025 -2.295436 2.010135
H 1.624862 -2.035377 -2.965253
H 2.591191 -3.508766 -2.994793
H 3.167443 -2.058954 -3.844647
H 5.129861 -1.996283 -0.679962
H 5.311497 -2.306990 -2.419129
H 4.645695 -3.552950 -1.361378
N -0.067878 -0.690231 4.093838
C 1.264863 -0.972376 3.937895
C 1.505704 -0.885234 2.605609
N 0.336674 -0.549842 1.950197
C -0.589894 -0.446052 2.885116
H -0.575495 -0.684619 4.965683
H 1.903205 -1.214996 4.767271
H 2.420813 -1.061437 2.073007
H -1.625157 -0.201946 2.726640
C -1.843519 4.703147 0.207885
N -2.128257 3.813217 1.334571
C -1.256142 4.177785 2.450794
N 0.163628 4.155368 2.108401
C 0.387671 5.032047 0.958879
N -0.440359 4.692237 -0.195888
C -0.053791 3.427507 -0.796378
P -0.244661 2.023251 0.413050
C -1.974086 2.417327 0.961021
C 0.636209 2.805224 1.854238
H -2.103592 5.719075 0.506313
H -2.468046 4.424266 -0.643117
H -1.437589 3.500920 3.288781
H -1.515903 5.189288 2.764589
H 1.440703 4.994950 0.674825
H 0.148834 6.052713 1.258179
H 0.982877 3.484351 -1.136409
H -0.673942 3.234958 -1.675305
H -2.247197 1.781404 1.807399
H -2.655818 2.183756 0.144769
H 1.711944 2.827165 1.668400
H 0.473051 2.186401 2.741418

Atomic forces in eV per Å
Be 0.0 0.1 -0.2
C -0.1 0.1 0.0
N 0.1 -0.2 0.1
C 0.0 -0.1 0.1
C 0.0 -0.1 -0.2
N 0.0 0.0 0.4
C 0.0 0.1 0.0
C 0.0 0.0 0.0
C 0.0 0.0 0.0
C 0.1 0.0 0.0
C 0.0 0.0 0.1
C -0.1 0.0 0.0
N 0.0 0.0 0.2
C 0.0 0.1 -0.2
N 0.0 0.0 0.1
C 0.0 0.0 0.0
C 0.0 0.0 0.0
N 0.0 0.0 0.0
C 0.0 0.0 0.0
C 0.1 0.0 0.0
N 0.0 0.6 -0.1
C -0.1 -0.3 0.1
C 0.1 -0.1 0.0
H 0.0 0.0 0.0
H 0.0 0.0 0.0
H 0.0 0.1 0.0
H 0.0 0.0 0.0
H -0.1 0.1 -0.1
H 0.0 0.1 0.0
H 0.0 0.0 0.0
H 0.0 0.0 0.0
H 0.0 0.0 0.0
H -0.1 0.0 0.0
H 0.0 0.0 0.0
H 0.0 0.0 0.0
H 0.0 0.0 0.0
H 0.0 0.0 0.0
H 0.0 0.0 0.0
H 0.0 0.0 0.0
H 0.0 0.0 0.0
H 0.0 0.0 0.0
H 0.0 0.0 0.0
H 0.0 0.0 0.0
H 0.0 0.0 0.0
H 0.0 0.0 0.0
H 0.0 0.0 0.0
H 0.0 0.0 0.0
H 0.0 0.0 0.0
H 0.0 -0.1 0.0
H 0.0 0.0 0.0
H 0.0 0.0 0.0
N 0.0 0.0 0.0
C 0.0 0.0 0.0
C 0.0 0.0 0.0
N 0.0 -0.1 0.0
C 0.0 0.1 0.0
H 0.0 0.0 0.0
H 0.0 0.0 0.0
H 0.0 -0.1 0.0
H 0.0 0.0 0.0
C 0.0 0.0 0.0
N 0.0 0.0 0.0
C 0.0 0.0 0.1
N 0.0 0.0 0.0
C 0.0 0.1 0.0
N 0.0 0.0 0.0
C 0.0 0.0 0.0
P 0.1 -0.2 0.0
C 0.0 0.0 0.0
C 0.0 0.0 0.0
H 0.0 0.0 0.0
H 0.0 0.0 0.0
H 0.0 0.0 0.0
H 0.0 0.0 0.0
H 0.0 0.0 0.0
H 0.0 0.0 0.0
H 0.0 0.0 0.0
H 0.0 0.0 0.0
H 0.0 0.0 0.0
H 0.0 0.0 0.0
H 0.0 0.0 0.0
H 0.0 0.0 0.0

- HOMO: -0.482 Ha
- F_max: 0.0115 Eh/bohr
- Kohn-Sham gap: 8.80 eV
- Charge: +2
- E_LUMO: -0.1582 Eh



Formula: C4H10BeO3
Source: OMol25
Level of theory: the ωB97M-V functional and the def2-TZVPD basis

Element x y z (Å)
O -0.113338 -0.573335 -1.569570
C 0.868132 0.367716 -1.813959
C 1.090457 1.423605 -0.738672
O -0.023488 2.234101 -0.360597
C -0.723057 1.955068 0.760895
H 0.668642 0.894865 -2.768960
H 1.847860 -0.136919 -1.932551
H 1.855596 2.136718 -1.072691
H 1.466252 0.925953 0.173381
H -0.216598 1.524232 1.631138
H -1.716493 2.412995 0.760002
H -0.732763 -0.274770 0.703304
O -0.722055 -1.356129 0.439373
C -0.795479 -2.318472 1.472967
Be -0.251688 -1.477219 -0.856088
H 0.205490 -2.615895 1.810172
H -1.391496 -1.929469 2.306916
H -1.315972 -3.193044 1.054939

Atomic forces in eV per Å
O 3.0 12.3 -10.7
C 0.8 1.7 -1.9
C 0.4 -0.1 1.3
O -0.6 -0.3 -0.1
C 0.1 -0.8 -0.9
H 0.0 -0.4 0.4
H -0.4 0.3 0.0
H -0.1 -0.4 -0.1
H 0.0 0.2 -0.1
H 0.0 0.4 -0.1
H 0.6 -0.2 0.3
H -0.3 -2.5 -0.4
O -1.2 2.7 4.5
C -0.5 -1.2 1.3
Be -1.9 -12.1 6.5
H -0.3 0.2 -0.1
H 0.3 -0.1 -0.3
H 0.2 0.3 0.2

- HOMO (alpha / beta): -0.431 / -0.555 Ha
- Spin multiplicity: 2
- F_max: 0.3221 Eh/bohr
- Energy relative to the best compared isomer or geometry (same formula, charge and spin): 19.08 kcal per mole
- Kohn-Sham gap (alpha / beta): 7.25 / 10.33 eV
- Charge: +1
- E_LUMO (alpha / beta): -0.1643 / -0.1753 Eh



Formula: C3H4N4O2
Source: OMol25
Level of theory: the ωB97M-V functional and the def2-TZVPD basis

Element x y z (Å)
H -2.373307 -1.586550 0.964010
N -1.533991 -1.471355 0.393786
C -0.863062 -0.455646 0.666706
N -0.968979 0.337091 1.760248
N -0.326284 1.311101 1.972061
O 0.442661 1.697206 0.933576
C 0.751981 0.913228 -0.225889
O 1.858625 1.386590 -0.904931
C 0.101452 -0.198706 -0.388922
N 0.401108 -1.328844 -1.181140
H 1.857537 2.460774 -0.668961
H 1.118519 -1.253931 -2.092996
H -0.466260 -1.810958 -1.227548

Atomic forces in eV per Å
H 0.5 -0.2 0.4
N -2.8 -1.4 0.5
C 0.7 -0.4 -2.7
N -2.9 -2.5 2.3
N 1.0 1.9 -0.3
O 2.6 1.5 -2.3
C 1.6 2.5 1.4
O -1.6 3.9 1.8
C 1.5 -2.1 -0.4
N 2.9 2.1 -2.4
H 0.2 -4.1 -1.0
H -3.1 0.0 3.5
H -0.5 -1.1 -0.8

- HOMO: -0.312 Ha
- F_max: 0.0909 Eh/bohr
- Energy relative to the best compared isomer or geometry (same formula, charge and spin): 100.61 kcal per mole
- SMILES: [H]/N=c1\nnoc(O)c1N
- Kohn-Sham gap: 8.51 eV
- E_LUMO: 0.0011 Eh



Please write out number 3 again, unchanged.
Formula: C3H4N4O2
Source: OMol25
Level of theory: the ωB97M-V functional and the def2-TZVPD basis

Element x y z (Å)
H -2.373307 -1.586550 0.964010
N -1.533991 -1.471355 0.393786
C -0.863062 -0.455646 0.666706
N -0.968979 0.337091 1.760248
N -0.326284 1.311101 1.972061
O 0.442661 1.697206 0.933576
C 0.751981 0.913228 -0.225889
O 1.858625 1.386590 -0.904931
C 0.101452 -0.198706 -0.388922
N 0.401108 -1.328844 -1.181140
H 1.857537 2.460774 -0.668961
H 1.118519 -1.253931 -2.092996
H -0.466260 -1.810958 -1.227548

Atomic forces in eV per Å
H 0.5 -0.2 0.4
N -2.8 -1.4 0.5
C 0.7 -0.4 -2.7
N -2.9 -2.5 2.3
N 1.0 1.9 -0.3
O 2.6 1.5 -2.3
C 1.6 2.5 1.4
O -1.6 3.9 1.8
C 1.5 -2.1 -0.4
N 2.9 2.1 -2.4
H 0.2 -4.1 -1.0
H -3.1 0.0 3.5
H -0.5 -1.1 -0.8

- HOMO: -0.312 Ha
- F_max: 0.0909 Eh/bohr
- Energy relative to the best compared isomer or geometry (same formula, charge and spin): 100.61 kcal per mole
- SMILES: [H]/N=c1\nnoc(O)c1N
- Kohn-Sham gap: 8.51 eV
- E_LUMO: 0.0011 Eh



Please write out number 3 again, unchanged.
Formula: C3H4N4O2
Source: OMol25
Level of theory: the ωB97M-V functional and the def2-TZVPD basis

Element x y z (Å)
H -2.373307 -1.586550 0.964010
N -1.533991 -1.471355 0.393786
C -0.863062 -0.455646 0.666706
N -0.968979 0.337091 1.760248
N -0.326284 1.311101 1.972061
O 0.442661 1.697206 0.933576
C 0.751981 0.913228 -0.225889
O 1.858625 1.386590 -0.904931
C 0.101452 -0.198706 -0.388922
N 0.401108 -1.328844 -1.181140
H 1.857537 2.460774 -0.668961
H 1.118519 -1.253931 -2.092996
H -0.466260 -1.810958 -1.227548

Atomic forces in eV per Å
H 0.5 -0.2 0.4
N -2.8 -1.4 0.5
C 0.7 -0.4 -2.7
N -2.9 -2.5 2.3
N 1.0 1.9 -0.3
O 2.6 1.5 -2.3
C 1.6 2.5 1.4
O -1.6 3.9 1.8
C 1.5 -2.1 -0.4
N 2.9 2.1 -2.4
H 0.2 -4.1 -1.0
H -3.1 0.0 3.5
H -0.5 -1.1 -0.8

- HOMO: -0.312 Ha
- F_max: 0.0909 Eh/bohr
- Energy relative to the best compared isomer or geometry (same formula, charge and spin): 100.61 kcal per mole
- SMILES: [H]/N=c1\nnoc(O)c1N
- Kohn-Sham gap: 8.51 eV
- E_LUMO: 0.0011 Eh



Please write out number 2 again, unchanged.
Formula: C4H10BeO3
Source: OMol25
Level of theory: the ωB97M-V functional and the def2-TZVPD basis

Element x y z (Å)
O -0.113338 -0.573335 -1.569570
C 0.868132 0.367716 -1.813959
C 1.090457 1.423605 -0.738672
O -0.023488 2.234101 -0.360597
C -0.723057 1.955068 0.760895
H 0.668642 0.894865 -2.768960
H 1.847860 -0.136919 -1.932551
H 1.855596 2.136718 -1.072691
H 1.466252 0.925953 0.173381
H -0.216598 1.524232 1.631138
H -1.716493 2.412995 0.760002
H -0.732763 -0.274770 0.703304
O -0.722055 -1.356129 0.439373
C -0.795479 -2.318472 1.472967
Be -0.251688 -1.477219 -0.856088
H 0.205490 -2.615895 1.810172
H -1.391496 -1.929469 2.306916
H -1.315972 -3.193044 1.054939

Atomic forces in eV per Å
O 3.0 12.3 -10.7
C 0.8 1.7 -1.9
C 0.4 -0.1 1.3
O -0.6 -0.3 -0.1
C 0.1 -0.8 -0.9
H 0.0 -0.4 0.4
H -0.4 0.3 0.0
H -0.1 -0.4 -0.1
H 0.0 0.2 -0.1
H 0.0 0.4 -0.1
H 0.6 -0.2 0.3
H -0.3 -2.5 -0.4
O -1.2 2.7 4.5
C -0.5 -1.2 1.3
Be -1.9 -12.1 6.5
H -0.3 0.2 -0.1
H 0.3 -0.1 -0.3
H 0.2 0.3 0.2

- HOMO (alpha / beta): -0.431 / -0.555 Ha
- Spin multiplicity: 2
- F_max: 0.3221 Eh/bohr
- Energy relative to the best compared isomer or geometry (same formula, charge and spin): 19.08 kcal per mole
- Kohn-Sham gap (alpha / beta): 7.25 / 10.33 eV
- Charge: +1
- E_LUMO (alpha / beta): -0.1643 / -0.1753 Eh



F_max of number 3 (C3H4N4O2)? 0.0909 Eh/bohr